Record 1
# C4H8N2O3

A 2-piece molecular cluster, C4H8N2O3 overall (ωB97M-V with the def2-TZVPD basis set, the OMol25 dataset).

Results
SMILES string: [H]/N=C(/N)C(=O)O.CC=O
Kohn-Sham gap (eV): 9.806
Relative energy (zero: lowest compared OMol25 entry of this formula, charge and spin) (kcal/mol): 38.39
LUMO energy (eV): 0.4953
Energy (a.u.): -492.4418
Multiplicity: 1
Total charge: 0

XYZ file:
```
17
C4H8N2O3 | the OMol25 dataset | ωB97M-V with the def2-TZVPD basis set
H -2.279 2.024 -0.128
N -2.535 1.139 -0.554
C -1.860 0.156 -0.151
N -1.970 -1.116 -0.548
C -0.650 0.407 0.918
O -0.234 1.512 1.159
O -0.483 -0.636 1.737
H -2.737 -1.351 -1.154
H -1.104 -1.688 -0.489
H 0.061 -0.380 2.500
C 2.463 0.185 -0.098
C 1.304 -0.271 -0.923
O 0.811 -1.384 -0.864
H 2.746 -0.569 0.630
H 2.187 1.106 0.419
H 3.300 0.420 -0.755
H 0.981 0.446 -1.699
```

Record 2
# C15H22AlBrCsI2N2O5S

C15H22AlBrCsI2N2O5S as an isolated structure (ωB97M-V with the def2-TZVPD basis set, the OMol25 dataset).

Results
Kohn-Sham gap (eV): 2.100
LUMO energy (eV): -13.2512
Energy (a.u.): -4898.8835
Multiplicity: 1
Total charge: +3

XYZ file:
```
50
C15H22AlBrCsI2N2O5S | the OMol25 dataset | ωB97M-V with the def2-TZVPD basis set
O -0.592 3.640 0.621
C -0.392 2.299 0.531
I -0.558 1.375 -1.453
C -0.084 1.519 1.940
C 0.908 0.221 1.815
O 2.123 0.315 2.419
O 0.577 -1.048 1.149
C -0.798 -1.511 1.536
I -0.796 -1.616 3.728
C -0.938 -3.033 0.947
C -2.463 -3.626 0.889
C -3.652 -2.531 1.159
C -4.286 -1.773 -0.191
C -5.529 -0.671 -0.032
C -6.072 -0.358 1.517
C -5.483 -1.093 2.864
C -4.271 -2.178 2.661
H -1.140 1.151 2.357
H 0.289 2.321 2.739
H -1.531 -0.724 1.075
H -0.335 -3.737 1.700
H -0.414 -3.192 -0.103
H -2.667 -4.541 1.603
H -2.643 -4.045 -0.214
H -3.901 -2.018 -1.284
H -5.996 -0.119 -0.982
H -6.943 0.429 1.680
H -5.861 -0.903 3.967
H -3.758 -2.766 3.562
C 5.745 -2.306 -0.422
S 3.998 -1.840 -0.484
O 3.660 -1.543 -1.915
C 4.199 -0.256 0.367
H 5.868 -3.262 -0.936
H 6.352 -1.546 -0.921
H 6.058 -2.412 0.619
H 4.903 0.376 -0.181
H 4.564 -0.430 1.382
H 3.227 0.240 0.413
C 1.593 5.310 -3.747
O 0.970 6.328 -4.003
N 2.582 4.846 -4.532
N 1.347 4.562 -2.657
H 3.106 4.009 -4.338
H 2.799 5.380 -5.364
H 0.611 4.876 -2.039
H 1.850 3.720 -2.429
Cs -2.343 -0.508 -0.913
Br 1.857 2.529 -3.888
Al 4.257 0.141 -2.211
```

Record 3
# C2H3NO2

A 2-piece molecular cluster, C2H3NO2 overall (ωB97M-V with the def2-TZVPD basis set, the OMol25 dataset).

Results
Kohn-Sham gap (alpha / beta) (eV): 8.040 / 8.312
Relative energy (zero: lowest compared OMol25 entry of this formula, charge and spin) (kcal/mol): 75.44
LUMO energy (alpha / beta) (eV): 0.3077 / 0.2371
Energy (a.u.): -283.1378
Multiplicity: 1
Total charge: 0

XYZ file:
```
8
C2H3NO2 | the OMol25 dataset | ωB97M-V with the def2-TZVPD basis set
C 1.491 -0.910 -0.072
C -1.014 -0.258 0.131
N -0.921 1.044 0.043
O 2.154 0.057 0.156
O -1.854 -1.090 0.013
H 1.853 -1.938 -0.160
H -0.010 1.468 0.139
H -1.700 1.627 -0.250
```

Record 4
# C20H41N2OP3Sn

C20H41N2OP3Sn as an isolated structure (ωB97M-V with the def2-TZVPD basis set, the OMol25 dataset).

Results
Kohn-Sham gap (alpha / beta) (eV): 3.902 / 3.900
Relative energy (zero: lowest compared OMol25 entry of this formula, charge and spin) (kcal/mol): 0.00
LUMO energy (alpha / beta) (eV): -16.2890 / -16.2909
Energy (a.u.): -2208.1409
Multiplicity: 1
Total charge: +4

XYZ file:
```
68
C20H41N2OP3Sn | the OMol25 dataset | ωB97M-V with the def2-TZVPD basis set
Sn -0.229 0.356 -0.284
P -1.954 -1.506 0.154
P 1.267 -0.731 2.002
P 1.307 -1.463 -1.780
H -0.860 6.063 -6.360
C -0.925 5.144 -6.956
C -2.034 4.399 -7.018
H -2.992 4.682 -6.563
C -3.533 -0.911 0.832
C -1.495 -2.906 1.229
C -2.445 -2.255 -1.426
C 2.862 0.161 2.070
C 0.656 -0.366 3.687
C 1.847 -2.454 2.220
C 0.739 -1.326 -3.509
C 1.459 -3.261 -1.513
C 3.054 -0.928 -1.873
H -0.044 4.907 -7.565
H -2.038 3.472 -7.610
H -3.733 0.099 0.452
H -3.468 -0.892 1.926
H -4.347 -1.582 0.522
H -1.249 -2.535 2.236
H -0.627 -3.439 0.816
H -2.339 -3.613 1.311
H -2.595 -1.462 -2.169
H -3.389 -2.803 -1.282
H -1.668 -2.945 -1.772
H 3.419 -0.112 2.981
H 2.656 1.237 2.066
H 3.448 -0.083 1.174
H 1.415 -0.620 4.436
H -0.252 -0.949 3.867
H 0.404 0.693 3.775
H 2.903 -2.484 2.514
H 1.735 -3.000 1.278
H 1.245 -2.964 2.983
H 1.269 -2.088 -4.095
H 0.959 -0.325 -3.906
H -0.345 -1.493 -3.576
H 1.689 -3.749 -2.472
H 0.511 -3.659 -1.125
H 2.270 -3.475 -0.802
H 3.505 -1.319 -2.801
H 3.601 -1.324 -1.004
H 3.105 0.169 -1.867
C -0.923 1.881 -2.948
C 0.148 2.795 -2.838
C 0.767 3.233 -4.004
C 0.264 2.830 -5.247
C -0.981 2.183 -5.311
C -1.616 1.749 -4.166
O -1.237 1.015 -1.991
H 1.274 1.296 -0.510
H 0.565 3.073 -1.867
H 1.637 3.883 -3.930
H 0.821 3.102 -6.161
H -1.469 2.071 -6.288
H -2.549 1.192 -4.201
N -1.755 1.756 2.227
C -2.197 2.910 2.755
C -1.979 3.879 1.795
C -1.403 3.253 0.701
N -1.291 1.935 0.963
H -1.758 0.836 2.683
H -2.643 2.965 3.729
H -2.213 4.914 1.877
H -1.067 3.698 -0.217
```

Q: Number 3 is which compound?
A: C2H3NO2